Entry 1:
Computed, not measured: a 2-piece molecular cluster, C41H46N4O2P overall at a distorted geometry, with ωB97M-V/def2-TZVPD.

Last column: Mulliken charge in e.
Geometry (Å):
C (-3.9707, -0.2759, 18.2131)  -1.44
C (-6.2117, -3.8608, 9.8440)  -0.90
C (-3.4401, -0.4060, 9.3232)  -0.93
H (-1.2426, -0.3123, 18.4533)  0.30
H (3.1112, -7.0892, 12.1720)  0.25
H (-3.4383, 0.3604, 18.9233)  0.36
C (7.4803, -5.1925, 13.5747)  -1.57
C (-5.4926, -2.6849, 9.7335)  -0.89
H (2.0439, -5.6750, 12.1665)  0.12
C (-4.1668, -5.0858, 10.5597)  0.41
H (0.4790, -3.8146, 5.7936)  0.34
H (-0.4633, -2.7658, 8.4771)  0.75
H (2.0020, -6.8068, 13.5352)  0.30
H (3.9047, -10.1851, 10.7797)  0.27
H (4.7228, -8.8951, 9.8276)  0.36
C (1.5694, -5.3283, 8.3174)  -0.38
H (3.6248, -7.9928, 7.9827)  0.43
N (1.9003, -4.4214, 14.6973)  1.18
C (-5.6324, -7.4754, 10.2164)  -0.73
C (2.2576, -7.6117, 9.6523)  0.59
C (1.4051, -5.1277, 15.7798)  -0.49
H (-4.4872, -2.0679, 16.2759)  0.38
C (0.1943, -4.6815, 16.1816)  -0.71
H (-2.7564, -4.8181, 15.0959)  0.33
P (0.7248, -3.3408, 14.0057)  -0.58
H (-2.9947, 0.3834, 9.9477)  0.32
C (2.8574, -7.3295, 8.3922)  -0.92
H (4.7988, -3.0716, 17.0332)  0.42
H (0.8588, -0.7949, 18.0104)  0.40
C (3.7032, -5.4984, 13.4540)  1.17
H (1.1493, -2.5326, 17.9757)  0.29
H (-7.2723, -3.9285, 9.6107)  0.47
H (8.0016, -5.5817, 14.4584)  0.34
N (1.0264, -4.1431, 7.8201)  0.17
C (1.2887, -3.5746, 6.5031)  -0.94
H (-4.0962, -3.7184, 14.7036)  0.42
H (-4.9312, -7.5957, 9.3807)  0.33
C (-0.6760, -1.8017, 17.0148)  1.08
C (3.7855, -9.4532, 9.9832)  -0.96
H (3.8890, -1.9536, 15.9952)  0.30
C (2.6588, -6.3214, 12.8014)  -1.16
C (1.1640, -6.8490, 10.1523)  -0.65
C (-2.5224, -2.7912, 15.7660)  1.36
H (0.6217, -7.1769, 11.0313)  0.43
H (2.1995, -4.0240, 6.1080)  0.32
C (-0.9729, -4.4610, 10.8325)  -0.88
H (6.3873, -3.5853, 15.4285)  0.45
C (5.0473, -5.6846, 13.1471)  -1.10
H (-1.0350, -5.2511, 11.5799)  0.90
C (-1.6020, -1.0156, 17.7055)  -1.24
C (0.7733, -1.6873, 17.3772)  -1.10
C (0.8824, -5.6627, 9.5110)  1.12
C (-3.4191, -1.9992, 16.4787)  -1.21
H (-2.5808, -3.6315, 13.7794)  0.05
H (1.4400, -1.5396, 16.5162)  0.12
C (2.5183, -6.1514, 7.7236)  -1.10
N (-0.2561, -3.6185, 15.4102)  0.91
H (-3.6604, -6.0237, 10.8022)  0.35
H (-1.0544, -1.5908, 10.2013)  0.79
C (3.9583, -2.9999, 16.3270)  -1.50
H (-0.0357, -4.1691, 12.8749)  0.01
H (1.3692, -2.4778, 6.5657)  0.33
H (-5.0893, -7.5934, 11.1648)  0.28
H (5.3316, -6.3818, 12.3568)  0.40
H (-6.4342, -8.2080, 10.1567)  0.25
C (4.2774, -3.8957, 15.1725)  1.21
C (-3.0073, -3.7987, 14.7752)  -1.21
C (-2.9789, -1.1092, 17.4610)  0.59
C (-1.9539, -2.2004, 10.2501)  -1.66
H (3.4775, -9.9303, 9.0397)  0.38
H (7.6082, -5.9094, 12.7585)  0.33
C (-5.5533, -5.0658, 10.2236)  0.43
O (-6.3125, -6.1960, 10.1514)  -0.46
O (2.7438, -8.5785, 10.4849)  -0.40
C (6.0271, -4.9936, 13.8580)  0.85
H (7.9512, -4.2424, 13.2924)  0.35
C (3.3034, -4.5246, 14.3811)  -1.00
C (-2.0571, -3.5440, 10.6574)  0.79
H (2.9835, -5.8829, 6.7755)  0.23
C (-3.4755, -3.8817, 10.5244)  0.38
H (-0.3745, -4.9464, 17.0665)  0.44
H (-5.9430, -1.7688, 9.3603)  0.24
C (-0.0508, -4.5683, 9.7819)  1.51
H (-4.5140, -0.2893, 9.1984)  0.29
H (3.0449, -3.2488, 16.8753)  0.10
H (-4.6865, -0.8950, 18.7687)  0.33
H (-4.5623, 0.3588, 17.5403)  0.33
C (-4.1507, -2.7050, 10.0913)  -0.13
C (5.6195, -4.1066, 14.8591)  -1.01
C (0.0592, -3.6932, 8.6723)  -1.11
C (-1.1505, -2.6680, 16.0158)  -0.71
N (-3.1886, -1.7143, 9.9247)  0.25
H (2.0453, -5.8763, 16.2374)  0.54
H (-2.9820, -0.3424, 8.3282)  0.34

As for the LUMO energy: -4.26 eV. The net charge is +1.


Entry 2:
Computed, not measured: C41H46P2Re as an isolated structure at a distorted geometry, with ωB97M-V/def2-TZVPD.

Last column: Löwdin spin population.
Geometry (Å):
H (0.8952, -1.7116, -2.4551)  0.00
C (0.8965, -1.2743, -1.4568)  -0.02
H (-1.5444, 4.7238, -1.8264)  0.00
C (-2.1154, -1.9250, -2.7602)  0.00
C (-2.5824, 4.5934, -2.1551)  0.00
H (2.4601, 0.1303, 4.0671)  0.00
H (-2.8404, -1.9292, -0.7286)  0.00
H (-1.4366, 1.0644, -7.3205)  0.00
C (2.0524, -1.3610, 2.5491)  0.04
H (1.9182, -2.8473, 4.1508)  0.00
H (-1.4438, -2.2005, -4.7897)  0.00
C (-3.0719, 2.9702, -4.4250)  0.00
C (-2.7877, 4.4171, -4.6845)  0.00
C (-0.3246, 5.5217, 1.1382)  0.01
H (-3.5987, 1.3235, 5.4840)  0.00
H (0.6440, -1.6174, 4.1882)  0.00
H (-2.6546, -4.3657, -5.0698)  0.00
H (-3.2656, 3.7881, -0.3241)  0.00
C (-2.9205, 5.3054, -3.4317)  0.00
H (-6.1770, 2.8344, -3.2054)  0.00
H (1.9321, -1.1604, -1.1158)  0.00
C (-2.9443, 0.5947, -1.9834)  0.03
H (0.5181, 2.7861, -1.5588)  0.02
H (-1.7599, 4.5127, -5.0679)  0.00
H (-3.4296, 4.8463, -5.4827)  0.00
H (1.5428, 5.1062, -1.6892)  0.00
C (3.0190, -0.5065, 3.3731)  0.01
C (-4.9407, 3.8162, -1.7481)  0.00
H (-2.4816, 0.1746, -5.2376)  0.00
H (2.1898, -2.9027, 1.0377)  0.00
C (-2.0229, -2.6246, -3.9680)  0.00
H (-4.0228, -4.1154, -0.9719)  0.00
C (1.1664, -0.4746, 1.7370)  0.34
C (-0.8089, 0.8543, -6.4564)  0.01
C (-3.4148, -4.3801, -3.0388)  0.00
C (-3.1906, 1.4086, 4.4740)  0.00
P (-1.4335, -0.2435, -2.5366)  0.11
H (-2.4339, 2.3015, -5.0015)  0.00
C (-5.2266, 3.3957, -3.2019)  0.00
H (-0.5078, 6.2396, 1.9401)  0.00
H (1.3657, 0.2547, -3.2849)  0.02
H (-3.8256, 0.2892, -2.5178)  0.00
C (-3.4221, 2.1342, 2.1717)  0.00
H (0.5919, -2.9303, 2.9747)  0.00
H (-4.9304, 2.4383, 3.6819)  0.00
H (3.6268, 0.1206, 2.7098)  0.00
C (-1.4042, 1.0043, 2.9023)  0.01
C (-4.1768, 2.5249, -3.8320)  0.00
H (1.0279, 1.4597, -7.4168)  0.00
H (-3.9360, 1.4671, -0.2973)  0.00
H (-1.3002, 0.4686, 4.9860)  0.00
H (-3.9785, 2.6557, 1.3904)  0.00
C (-0.7454, 3.3535, 0.1404)  0.02
H (1.1151, 6.7646, 0.1082)  0.00
C (-2.6943, -3.8403, -4.1152)  0.00
H (3.7038, -1.1261, 3.9737)  0.00
H (-5.4289, 4.2936, -3.8054)  0.00
H (-3.9320, -5.3347, -3.1495)  0.00
C (0.5737, 1.0725, -6.5021)  0.00
C (-2.1660, 1.5839, 1.8795)  0.00
Re (0.0477, 0.6595, -1.0975)  2.11
H (-5.3765, 3.0583, -1.0815)  0.00
C (-3.9429, 2.0267, 3.4679)  0.00
H (-0.4178, 0.6149, 2.6669)  0.01
H (0.4075, -1.9720, -0.7714)  0.01
H (-3.9288, 5.7595, -3.4031)  0.00
H (3.4695, -1.6547, 0.9492)  0.00
H (2.4522, 0.8954, -5.4459)  0.00
C (-0.6164, 0.1631, -4.1497)  0.05
C (0.6759, 0.0565, 0.6742)  0.02
H (-5.5180, 4.7399, -1.5437)  0.00
C (-1.4035, 0.3520, -5.2948)  0.01
H (-1.6861, 4.0590, 1.9593)  0.00
C (-3.4902, 3.9870, -1.3766)  0.00
C (0.5909, 5.8041, 0.1189)  0.01
C (0.2335, 3.5950, -0.8315)  0.04
C (0.8450, 4.8608, -0.8838)  0.00
C (0.7652, 0.3829, -4.1959)  0.04
C (-1.9092, 0.9165, 4.1975)  0.00
H (3.5460, -2.9297, 2.1828)  0.00
H (-4.4830, 1.4799, -3.9564)  0.00
C (-0.9998, 4.3007, 1.1498)  0.00
H (-2.2241, 6.1524, -3.5604)  0.00
C (2.8633, -2.2695, 1.6227)  0.02
C (1.3682, 0.7905, -5.3911)  0.00
C (1.2490, -2.2388, 3.5177)  0.01
P (-1.5121, 1.6587, 0.1898)  0.03
C (-2.9882, 1.3063, -0.8160)  0.01
C (-2.8036, -2.4835, -1.6685)  0.00
C (-3.4655, -3.7013, -1.8160)  0.00

As for the LUMO energy (alpha / beta): -7.64 / -8.01 eV. The value obtained for the relative energy (zero: lowest compared OMol25 entry of this formula, charge and spin) is 0.2872 eV. The net charge is +2. As for the multiplicity: 4.


> The highest net charge belongs to which entry?

C41H46P2Re